1.
{
  "formula": "H16O8",
  "method": "ωB97M-V/def2-TZVPD",
  "species": ["H", "H", "H", "H", "H", "H", "H", "H", "H", "H", "H", "H", "H", "H", "H", "H", "O", "O", "O", "O", "O", "O", "O", "O"],
  "positions_angstrom": [[-1.748, 0.455, -1.337], [-0.327, 0.272, -1.371], [2.534, -1.521, 1.261], [2.834, -1.421, 2.722], [3.395, 1.883, -4.310], [3.270, 0.875, -3.289], [-5.732, 1.747, 0.383], [-5.355, 0.321, 1.011], [0.382, -1.056, 1.631], [0.473, -0.759, 0.200], [1.622, -0.724, -1.349], [2.958, -0.464, -1.997], [0.485, 1.042, 0.588], [-0.597, 1.924, -0.097], [-2.532, -0.986, 3.440], [-1.981, -1.782, 2.222], [-1.014, 0.258, -1.946], [2.085, -1.582, 2.084], [2.771, 1.673, -3.629], [-5.022, 1.019, 0.462], [0.745, -1.401, 0.880], [2.545, -0.587, -1.073], [0.003, 1.933, 0.584], [-1.795, -1.118, 2.929]],
  "forces_ev_per_a": [[-0.1, -0.2, -0.6], [3.7, 0.1, 2.4], [0.4, 0.0, -1.0], [-0.7, -0.5, -0.2], [0.3, 0.8, -1.0], [-1.1, 1.3, -0.1], [1.6, -2.1, 0.4], [-0.6, -0.3, 0.4], [-1.5, 1.2, 3.3], [-0.5, -0.7, 0.0], [0.4, -0.2, 0.2], [-0.7, -0.4, 2.4], [-1.0, 2.2, 0.0], [-2.2, 0.0, -2.6], [-2.9, 0.3, 1.7], [0.0, 0.8, 1.1], [-3.7, 0.1, -1.9], [6.4, -0.4, 6.6], [0.9, -2.0, 1.0], [-1.0, 2.3, -0.8], [-4.5, 0.1, -8.4], [0.5, 0.3, -2.7], [3.3, -1.8, 2.7], [3.0, -1.2, -2.9]],
  "lowdin_charge": [0.066, -0.081, 0.026, 0.086, 0.019, 0.037, 0.084, 0.007, 0.001, 0.019, 0.026, 0.071, 0.056, -0.035, -0.021, 0.067, 0.006, -0.103, -0.056, -0.090, -0.084, -0.058, -0.020, -0.025],
  "multiplicity": 1,
  "smiles": "O.O.O.O.O.O.O.O",
  "orbital_gap_ha": 0.362,
  "largest_force_ev_per_a": 9.50
}


2.
{
  "formula": "H16O8",
  "method": "ωB97M-V/def2-TZVPD",
  "species": ["O", "H", "H", "O", "H", "H", "O", "H", "H", "O", "H", "H", "O", "H", "H", "O", "H", "H", "O", "H", "H", "O", "H", "H"],
  "positions_angstrom": [[0.073, 1.536, 1.629], [-0.871, 1.381, 1.666], [0.454, 0.829, 2.149], [-1.935, -0.595, -1.456], [-1.547, -0.709, -2.323], [-1.185, -0.532, -0.864], [-2.334, 1.591, -0.560], [-2.907, 1.399, -1.302], [-1.489, 1.215, -0.806], [-0.218, 0.114, -0.435], [0.256, -0.709, -0.553], [0.149, 0.490, 0.365], [2.526, -0.428, 1.150], [2.613, 0.272, 1.797], [1.662, -0.803, 1.315], [0.614, -0.672, 2.045], [-0.233, -1.070, 1.847], [0.602, -0.539, 2.993], [1.060, -1.673, -0.461], [1.437, -2.489, -0.132], [1.229, -1.693, -1.403], [0.036, 1.374, -2.400], [0.363, 1.144, -1.530], [-0.354, 0.565, -2.732]],
  "forces_ev_per_a": [[0.0, 2.1, 0.2], [-0.6, 0.4, 0.0], [-0.2, 1.0, -0.3], [-3.5, -2.9, -3.2], [-0.4, -0.4, -0.3], [-1.3, -0.1, 0.3], [-0.7, 1.7, 1.1], [0.0, -0.2, 0.1], [-0.4, 0.4, -0.3], [2.3, 2.5, 2.8], [0.1, 0.2, 0.5], [0.3, 1.0, 0.7], [3.8, 0.6, -1.4], [0.3, 0.2, 0.0], [1.6, 0.0, -0.6], [-4.2, -2.8, 3.1], [-0.7, -0.2, -0.2], [0.3, -0.6, 0.8], [1.9, -3.6, -0.8], [0.1, -0.3, 0.3], [0.5, -0.1, -0.5], [0.6, 1.2, -1.9], [0.0, 0.1, -0.1], [0.0, 0.2, 0.0]],
  "lowdin_charge": [-0.018, 0.065, -0.023, -0.068, 0.033, -0.136, -0.074, 0.037, -0.032, -0.106, -0.081, 0.033, -0.068, 0.040, -0.131, -0.009, 0.135, 0.136, 0.052, 0.125, 0.123, -0.046, 0.002, 0.012],
  "multiplicity": 1,
  "orbital_gap_ha": 0.326,
  "largest_force_ev_per_a": 5.91
}


3.
{
  "formula": "H16O8",
  "method": "ωB97M-V/def2-TZVPD",
  "species": ["O", "H", "H", "O", "H", "H", "O", "H", "H", "O", "H", "H", "O", "H", "H", "O", "H", "H", "O", "H", "H", "O", "H", "H"],
  "positions_angstrom": [[-20.324, 7.695, 9.829], [-21.167, 7.667, 9.410], [-20.059, 6.783, 9.866], [-19.681, 9.603, 7.603], [-19.765, 8.772, 8.014], [-18.816, 9.770, 7.285], [-22.449, 5.235, 8.504], [-23.330, 5.005, 8.735], [-22.519, 6.184, 8.592], [-24.863, 4.711, 7.452], [-24.524, 3.942, 7.000], [-24.428, 5.483, 7.092], [-21.551, 11.667, 6.650], [-20.897, 12.064, 6.179], [-21.078, 11.007, 7.114], [-22.577, 7.980, 8.142], [-23.096, 7.916, 7.318], [-22.653, 8.925, 8.345], [-24.100, 7.575, 5.707], [-24.006, 7.256, 4.844], [-24.168, 8.551, 5.588], [-22.878, 10.707, 9.002], [-22.208, 11.141, 9.564], [-22.902, 11.082, 8.166]],
  "forces_ev_per_a": [[1.2, 0.6, 0.4], [-1.3, 0.0, -0.6], [0.2, -0.6, 0.1], [-1.5, 2.1, -0.7], [0.2, -1.8, 1.1], [1.2, -0.2, -0.2], [1.3, 0.1, 0.0], [-1.3, -1.0, 0.3], [0.4, 0.7, -0.1], [-1.0, 0.0, 0.4], [0.3, -0.1, -0.3], [0.2, 0.1, -0.3], [-3.5, -0.6, 1.3], [2.7, 2.1, -2.3], [0.9, -1.7, 1.0], [-0.5, 0.5, -0.7], [0.4, -0.6, 0.2], [0.1, 0.2, 0.7], [-0.3, 2.1, 1.9], [0.3, -1.0, -2.1], [-0.1, -1.0, 0.1], [0.1, -1.5, 3.1], [-0.5, -0.2, -0.8], [0.3, 1.8, -2.3]],
  "lowdin_charge": [-0.028, -0.028, 0.043, -0.009, -0.009, 0.034, -0.054, -0.007, -0.025, -0.048, 0.046, 0.009, -0.002, -0.008, -0.025, -0.070, 0.026, 0.020, -0.021, 0.025, 0.085, -0.018, 0.086, -0.023],
  "multiplicity": 1,
  "smiles": "O.O.O.O.O.O.O.O",
  "orbital_gap_ha": 0.395,
  "largest_force_ev_per_a": 4.12
}


4.
{
  "formula": "H16O8",
  "method": "ωB97M-V/def2-TZVPD",
  "species": ["H", "H", "H", "H", "H", "H", "H", "H", "H", "H", "H", "H", "H", "H", "H", "H", "O", "O", "O", "O", "O", "O", "O", "O"],
  "positions_angstrom": [[0.304, -0.477, 0.532], [-0.885, -0.475, 1.478], [-2.136, -1.986, -1.721], [-2.154, -0.472, -1.582], [-3.010, 3.144, -0.717], [-2.137, 2.693, 0.443], [-3.349, -1.201, 0.343], [-2.321, -1.217, 1.463], [3.170, -0.137, 3.463], [2.186, 0.952, 3.857], [1.243, 3.051, -0.802], [2.076, 4.250, -1.225], [3.056, -1.129, -1.109], [3.089, -2.231, -0.064], [1.705, -0.892, -2.764], [1.127, -1.277, -1.412], [-0.215, -1.056, 1.101], [-1.815, -1.270, -1.161], [-3.025, 3.007, 0.237], [-3.074, -1.708, 1.115], [2.525, 0.475, 3.092], [1.796, 3.377, -1.521], [2.482, -1.651, -0.537], [1.080, -1.497, -2.349]],
  "forces_ev_per_a": [[0.1, -0.1, 0.1], [0.5, 0.2, 0.0], [0.2, -0.1, 0.0], [0.1, -0.1, -0.2], [-0.1, 0.0, 0.1], [-0.1, 0.0, 0.0], [0.3, -0.2, 0.1], [-0.4, -0.6, -0.3], [-0.1, 0.0, -0.1], [0.0, 0.0, -0.1], [0.1, 0.0, -0.1], [0.0, -0.1, -0.1], [0.0, -0.1, 0.1], [-0.2, 0.0, 0.2], [-0.2, -0.1, -0.2], [-0.4, -0.4, -0.4], [0.2, 0.3, 0.4], [-0.3, 0.4, -0.5], [0.2, -0.1, -0.1], [-0.7, 0.2, 0.7], [0.1, 0.1, 0.2], [-0.1, 0.1, 0.2], [1.7, 0.0, 1.5], [-0.9, 0.6, -1.5]],
  "lowdin_charge": [0.025, 0.019, 0.063, 0.048, 0.035, 0.022, 0.016, -0.012, 0.033, 0.032, 0.025, 0.036, 0.063, 0.073, 0.030, -0.023, -0.046, -0.056, -0.056, -0.066, -0.063, -0.061, -0.055, -0.083],
  "multiplicity": 1,
  "smiles": "O.O.O.O.O.O.O.O",
  "orbital_gap_ha": 0.367,
  "largest_force_ev_per_a": 2.26
}


5.
{
  "formula": "H16O8",
  "method": "ωB97M-V/def2-TZVPD",
  "species": ["O", "H", "H", "O", "H", "H", "O", "H", "H", "O", "H", "H", "O", "H", "H", "O", "H", "H", "O", "H", "H", "O", "H", "H"],
  "positions_angstrom": [[0.453, 2.954, 0.441], [1.265, 2.604, 0.820], [0.589, 3.905, 0.402], [-2.154, 3.088, 1.688], [-1.409, 2.791, 1.153], [-2.012, 4.030, 1.812], [-1.256, 2.954, -2.460], [-1.754, 3.670, -2.058], [-1.078, 2.347, -1.738], [1.629, -2.361, -1.669], [1.353, -3.139, -2.165], [1.836, -1.706, -2.340], [-3.247, -1.317, 1.253], [-3.857, -0.581, 1.160], [-2.371, -0.927, 1.194], [0.268, -0.092, 0.614], [1.145, -0.318, 0.287], [0.111, 0.806, 0.310], [3.334, -3.816, 0.138], [2.632, -3.221, -0.147], [4.077, -3.596, -0.429], [0.038, -2.937, 0.862], [-0.056, -1.979, 0.843], [0.464, -3.159, 0.032]],
  "forces_ev_per_a": [[0.1, -0.2, -0.1], [0.0, 0.0, 0.2], [0.0, 0.1, -0.1], [-0.2, -0.1, -0.1], [0.1, 0.1, 0.2], [0.0, 0.0, 0.0], [0.1, 0.0, -0.1], [-0.1, 0.0, 0.0], [0.0, 0.0, 0.1], [0.0, 0.1, -0.1], [0.0, -0.1, -0.1], [0.0, 0.1, 0.0], [-0.1, -0.1, 0.0], [0.0, 0.1, 0.0], [0.1, 0.0, 0.0], [0.1, 0.2, 0.0], [0.0, -0.1, 0.0], [-0.1, 0.1, 0.0], [0.1, -0.1, 0.1], [0.1, 0.0, 0.0], [0.0, 0.0, 0.0], [0.0, -0.2, 0.2], [-0.1, 0.0, -0.1], [-0.1, 0.1, 0.0]],
  "lowdin_charge": [-0.047, 0.063, 0.069, -0.060, -0.020, 0.030, -0.053, 0.033, 0.009, -0.043, 0.070, 0.061, -0.050, 0.030, 0.008, -0.032, 0.050, 0.011, -0.061, -0.026, 0.028, -0.046, -0.017, -0.008],
  "multiplicity": 1,
  "smiles": "O.O.O.O.O.O.O.O",
  "orbital_gap_ha": 0.379,
  "largest_force_ev_per_a": 0.29
}


6.
{
  "formula": "H17O8",
  "method": "ωB97M-V/def2-TZVPD",
  "species": ["O", "H", "H", "H", "O", "H", "H", "O", "H", "H", "O", "H", "H", "O", "H", "H", "O", "H", "H", "O", "H", "H", "O", "H", "H"],
  "positions_angstrom": [[-0.536, 0.099, -0.195], [0.013, -0.144, 0.593], [-0.399, 1.102, -0.001], [-0.159, 0.065, -1.037], [-0.942, -3.349, 1.806], [-1.777, -3.282, 1.106], [-0.369, -2.683, 1.539], [-0.360, 2.836, 0.222], [0.194, 3.104, -0.516], [0.131, 3.025, 1.082], [2.419, 0.739, -0.512], [3.173, 0.371, -1.037], [2.643, 0.526, 0.286], [0.278, 0.924, -2.857], [-0.336, 1.310, -3.363], [0.476, 0.458, -3.523], [0.579, -0.424, 2.292], [1.504, -0.233, 2.025], [0.603, 0.044, 3.066], [-3.498, 1.147, 0.353], [-3.565, 1.951, -0.113], [-3.331, 0.528, -0.429], [0.961, -2.359, -0.182], [1.738, -2.665, 0.190], [0.571, -3.084, -0.795]],
  "forces_ev_per_a": [[-1.2, 2.5, 3.5], [0.2, -1.6, 0.0], [-1.3, 0.5, -0.3], [2.0, -0.9, -3.1], [-5.2, -1.8, -1.9], [3.4, -0.2, 2.9], [1.6, 2.0, -0.9], [0.6, -0.8, 1.7], [0.4, 0.3, 0.1], [-0.8, -0.1, -1.8], [-1.0, 1.2, -7.8], [-1.1, 0.6, 0.3], [2.1, -1.8, 7.6], [0.3, 3.1, 9.4], [-4.8, 4.0, -1.8], [4.4, -7.2, -7.4], [1.6, -1.1, -3.8], [-0.5, -0.7, -0.1], [-0.9, 1.8, 3.7], [0.8, -2.8, -1.3], [-0.3, 2.0, -0.5], [-0.5, 0.9, 1.8], [-3.6, -0.2, -2.8], [2.4, -1.4, 1.0], [1.3, 1.7, 1.8]],
  "lowdin_charge": [0.228, 0.087, 0.117, 0.056, -0.097, 0.143, -0.091, -0.030, 0.068, 0.120, 0.025, 0.106, -0.079, 0.117, 0.019, -0.042, 0.031, 0.081, 0.031, -0.057, 0.001, 0.072, -0.047, 0.011, 0.130],
  "multiplicity": 1,
  "total_charge": 1,
  "orbital_gap_ha": 0.373,
  "largest_force_ev_per_a": 11.21
}


7.
{
  "formula": "H18KrO9",
  "method": "ωB97M-V/def2-TZVPD",
  "species": ["Kr", "O", "H", "H", "O", "H", "H", "O", "H", "H", "O", "H", "H", "O", "H", "H", "O", "H", "H", "O", "H", "H", "O", "H", "H", "O", "H", "H"],
  "positions_angstrom": [[0.357, 0.941, -0.536], [3.280, -0.695, -2.221], [3.936, -1.380, -2.089], [2.441, -1.137, -2.086], [-3.597, -0.888, -1.420], [-4.096, -1.705, -1.440], [-2.765, -1.105, -1.840], [3.846, 2.132, -0.892], [3.635, 2.823, -0.263], [2.996, 1.779, -1.154], [2.527, 1.620, 2.915], [1.585, 1.469, 2.833], [2.734, 2.233, 2.209], [-0.149, 0.790, 2.794], [-0.695, 0.353, 2.141], [-0.513, 1.673, 2.859], [1.834, -1.960, 1.089], [1.590, -2.314, 0.234], [1.001, -1.835, 1.543], [-3.000, -0.558, 1.421], [-3.895, -0.764, 1.690], [-3.026, -0.576, 0.465], [-3.732, 2.805, -1.527], [-3.205, 2.631, -0.747], [-4.637, 2.730, -1.226], [0.799, -2.858, -1.370], [-0.028, -2.461, -1.645], [0.776, -3.741, -1.738]],
  "forces_ev_per_a": [[0.0, 0.0, -0.1], [-0.1, 0.3, -0.2], [0.2, -0.1, 0.1], [-0.2, -0.3, 0.1], [0.1, 0.2, 0.2], [-0.2, -0.3, 0.0], [0.2, 0.1, -0.3], [0.2, 0.1, 0.0], [0.0, 0.2, 0.1], [-0.1, -0.3, -0.2], [0.5, 0.3, 0.2], [-0.4, -0.5, -0.1], [0.2, 0.1, -0.1], [0.1, 0.1, 0.2], [-0.3, -0.2, -0.2], [-0.3, 0.2, 0.1], [0.3, 0.2, 0.3], [-0.1, -0.2, -0.3], [-0.1, 0.0, 0.2], [0.5, 0.1, 0.4], [-0.2, 0.0, 0.1], [-0.2, 0.0, -0.6], [0.1, 0.1, -0.2], [0.2, -0.1, 0.2], [-0.2, 0.0, 0.0], [0.1, 0.1, -0.2], [-0.2, 0.2, 0.0], [0.1, -0.3, -0.1]],
  "lowdin_charge": [0.239, -0.053, 0.040, -0.016, -0.035, 0.054, 0.040, -0.061, 0.019, -0.048, -0.056, -0.036, 0.011, -0.072, -0.017, 0.053, -0.068, -0.037, 0.018, -0.057, 0.037, -0.024, -0.054, 0.019, 0.030, -0.034, 0.043, 0.065],
  "multiplicity": 1,
  "orbital_gap_ha": 0.364,
  "largest_force_ev_per_a": 0.65
}


8.
{
  "formula": "H18Mg3O29S5",
  "method": "ωB97M-V/def2-TZVPD",
  "species": ["Mg", "Mg", "Mg", "S", "O", "O", "O", "O", "S", "O", "O", "O", "O", "S", "O", "O", "O", "O", "S", "O", "O", "O", "O", "S", "O", "O", "O", "O", "O", "H", "H", "O", "H", "H", "O", "H", "H", "O", "H", "H", "O", "H", "H", "O", "H", "H", "O", "H", "H", "O", "H", "H", "O", "H", "H"],
  "positions_angstrom": [[4.329, -15.480, -18.139], [4.043, -13.072, -13.533], [7.876, -14.425, -15.852], [5.174, -12.710, -16.573], [5.076, -11.470, -17.359], [6.605, -13.084, -16.385], [4.412, -12.600, -15.345], [4.583, -13.863, -17.291], [7.570, -15.389, -18.935], [8.208, -15.045, -17.614], [7.591, -14.211, -19.765], [8.206, -16.561, -19.534], [6.127, -15.767, -18.604], [1.669, -10.756, -13.386], [1.171, -10.659, -11.988], [1.990, -9.361, -13.828], [2.964, -11.550, -13.404], [0.637, -11.347, -14.230], [1.642, -15.329, -14.383], [2.407, -16.470, -15.017], [0.699, -14.750, -15.347], [0.909, -15.763, -13.183], [2.725, -14.349, -14.028], [6.497, -13.775, -13.045], [7.575, -14.042, -14.031], [5.309, -14.575, -13.492], [6.845, -14.195, -11.697], [5.942, -12.412, -13.178], [6.237, -15.740, -15.669], [6.111, -16.691, -15.699], [5.790, -15.447, -14.821], [7.996, -11.647, -18.206], [7.394, -11.994, -17.517], [8.870, -11.725, -17.822], [5.927, -8.950, -17.806], [5.644, -9.877, -17.677], [6.515, -9.004, -18.564], [9.430, -13.233, -15.703], [9.736, -12.671, -14.986], [9.908, -12.947, -16.488], [2.531, -15.378, -17.116], [2.537, -15.862, -16.207], [1.687, -14.893, -17.107], [2.024, -12.367, -16.811], [2.876, -12.651, -16.429], [2.230, -12.164, -17.728], [5.505, -12.034, -19.875], [5.014, -11.945, -19.030], [4.977, -12.630, -20.412], [2.290, -9.352, -18.373], [1.675, -9.614, -19.064], [2.549, -10.187, -17.960], [4.026, -9.313, -15.433], [3.250, -9.336, -14.801], [4.116, -10.219, -15.737]],
  "forces_ev_per_a": [[-0.3, 1.1, 1.7], [-1.6, 0.5, -0.2], [-1.9, -0.4, -0.6], [0.2, -0.5, 0.0], [-0.1, -1.0, 0.3], [-0.6, 1.4, 0.2], [1.0, 0.6, -1.3], [0.0, 1.2, -0.9], [-0.2, 0.4, -0.2], [0.8, -0.8, -0.3], [-0.1, -0.3, -0.4], [0.1, -0.1, 0.3], [-0.2, -0.8, -0.5], [-1.2, 1.0, 1.2], [0.4, -0.3, 0.2], [0.2, -0.3, -0.1], [-0.7, 0.8, 0.4], [0.5, -0.2, -0.2], [-0.6, 1.6, 2.1], [-0.1, -0.9, 0.0], [0.3, -0.5, -0.5], [0.7, -0.5, -0.3], [-1.5, -1.1, -0.2], [-1.9, -0.4, 0.6], [1.4, 0.2, 1.2], [0.7, -1.8, -0.1], [1.0, 0.5, -0.2], [1.7, 0.5, 1.0], [-0.1, -0.6, 0.4], [0.1, 0.0, -0.1], [-0.3, 0.3, 0.0], [0.4, 0.5, -0.1], [0.1, 0.0, -0.3], [0.0, 0.0, 0.0], [0.3, 0.2, -0.3], [0.0, 0.5, 0.2], [0.0, -0.2, 0.0], [1.5, 0.4, -0.3], [-0.5, -0.1, 0.3], [-0.2, -0.2, -0.2], [0.9, -0.6, -3.3], [0.0, -0.9, 0.7], [0.2, 0.3, 0.4], [-0.1, 0.0, -0.6], [-0.9, 0.1, 0.3], [0.2, -0.1, 0.0], [-0.6, 0.1, -0.5], [0.5, 0.2, -0.1], [0.1, -0.1, 0.0], [-0.1, 0.0, -0.5], [-0.1, -0.1, 0.1], [0.1, 0.3, 0.5], [0.1, 0.3, -0.1], [0.2, -0.1, -0.2], [0.0, 0.0, 0.1]],
  "lowdin_charge": [0.960, 0.572, 0.602, 0.457, -0.314, -0.346, -0.299, -0.374, 0.326, -0.396, -0.324, -0.391, -0.442, 0.293, -0.466, -0.428, -0.409, -0.379, 0.344, -0.375, -0.358, -0.396, -0.373, 0.367, -0.375, -0.371, -0.337, -0.305, -0.068, 0.082, 0.049, -0.057, -0.006, -0.006, -0.094, -0.019, 0.002, -0.003, 0.101, 0.082, -0.163, -0.079, 0.044, -0.034, -0.002, 0.011, -0.078, -0.011, 0.009, -0.053, 0.007, 0.010, -0.116, -0.036, -0.030],
  "multiplicity": 1,
  "total_charge": -4,
  "orbital_gap_ha": 0.118,
  "largest_force_ev_per_a": 3.45
}


Energy (computed, eV): -16635.76350, -16634.02528, -16639.97229, -16637.97812, -16639.45288, -16646.68295, -93648.98158, -130189.50017
Energy relative to the best compared isomer or geometry (same formula, charge and spin) (computed, eV): 6.247, 7.985, 2.038, 4.032, 2.558, 4.272, 1.207, 0.000